106
Properties=species:S:1:pos:R:3:lowdin_charge:R:1 method="wB97M-V/def2-TZVPD" mol_weight_g_mol=903.920 relative_energy_kcal_mol=21.2 gap_ev=5.607 charge=+1 e_tot_ev=-88097.7345 e_homo_ha=-0.320
La 0.5463 0.2142 -0.6858 1.72
O 3.4266 0.8221 3.0862 0.06
C 3.7654 -0.4820 3.1845 -0.26
C 4.9045 -0.8017 3.9195 -0.01
C 5.3091 -2.1154 4.0351 -0.06
C 4.5785 -3.1416 3.4377 -0.08
C 3.4426 -2.8353 2.7221 -0.03
C 3.0145 -1.5083 2.5772 -0.09
C 1.8480 -1.1936 1.7399 -0.44
O 1.6135 0.0338 1.3998 -0.29
N 1.1301 -2.2351 1.3303 0.07
N 0.1813 -1.9136 0.4206 -0.16
C -0.5296 -2.8604 -0.0733 -0.08
C -1.5182 -2.5366 -1.0941 -0.29
C -2.2938 -3.5295 -1.6873 0.00
C -3.2575 -3.1720 -2.6129 -0.03
C -3.4200 -1.8302 -2.9289 -0.03
C -2.5853 -0.9077 -2.3209 -0.12
N -1.6540 -1.2378 -1.4304 0.02
H 2.7192 0.8773 2.4151 0.06
H 5.4679 0.0047 4.3698 0.12
H 6.2123 -2.3461 4.5853 0.11
H 4.9075 -4.1678 3.5253 0.10
H 2.8565 -3.6094 2.2483 0.11
H -0.3955 -3.8904 0.2486 0.14
H -2.1329 -4.5622 -1.4070 0.12
H -3.8737 -3.9284 -3.0799 0.12
H -4.1731 -1.5059 -3.6323 0.11
H -2.6619 0.1502 -2.5492 0.12
C -3.3714 -1.0775 1.2240 -0.03
C -2.1865 -0.6044 2.0137 -0.26
N -1.6969 0.5255 1.6356 0.06
N -0.8025 1.1849 2.4145 -0.04
C -0.3862 2.4040 2.0216 -0.84
N 0.2321 3.1423 2.9506 0.13
S -0.5597 2.9396 0.4373 0.67
C -1.6895 -1.4575 3.1226 -0.21
C -2.1508 -2.7641 3.2729 -0.01
C -1.5824 -3.5765 4.2400 -0.04
C -0.5686 -3.0746 5.0379 -0.03
C -0.1847 -1.7572 4.8481 -0.10
N -0.7321 -0.9703 3.9310 0.09
H -4.2384 -1.1271 1.8865 0.10
H -3.2274 -2.0657 0.7849 0.06
H -3.5784 -0.3624 0.4332 0.08
H -0.4783 0.6901 3.2566 0.11
H 0.1852 2.9057 3.9289 0.12
H 0.5190 4.0708 2.6976 0.10
H -2.9337 -3.1530 2.6377 0.11
H -1.9318 -4.5920 4.3705 0.12
H -0.0887 -3.6827 5.7912 0.11
H 0.5994 -1.3129 5.4506 0.12
C 2.9754 -2.8764 -1.5972 -0.26
Si 2.9931 -0.9612 -1.7914 0.41
C 4.6162 -0.3955 -0.9101 -0.24
C 3.2960 -0.7292 -3.6828 -0.27
H 3.8889 -3.3238 -2.0005 0.02
H 2.1293 -3.3173 -2.1332 0.01
H 2.8935 -3.1700 -0.5476 -0.01
H 5.4925 -0.5922 -1.5351 0.02
H 4.7480 -0.9485 0.0247 0.01
H 4.6217 0.6684 -0.6561 -0.01
H 4.3319 -0.9590 -3.9501 0.03
H 3.0814 0.2886 -4.0179 -0.03
H 2.6555 -1.4093 -4.2516 0.01
O 0.1896 1.3990 -2.5304 -0.55
P 0.8229 2.6696 -3.0367 0.55
N -0.1670 3.9277 -2.6723 -0.20
C -1.6287 3.7666 -2.8210 -0.20
C -2.1553 5.2024 -2.8877 -0.16
C -1.0841 5.9990 -2.1380 -0.16
C 0.2012 5.3469 -2.6308 -0.19
N 2.2809 3.0926 -2.3939 -0.18
C 3.5947 2.8655 -3.0062 -0.18
C 4.4436 3.9365 -2.3289 -0.15
C 3.9116 3.9560 -0.8831 -0.14
C 2.5001 3.3381 -0.9626 -0.22
N 1.1036 2.4935 -4.6501 -0.18
C 0.5449 1.3600 -5.4244 -0.17
C 0.5611 1.8554 -6.8758 -0.16
C 1.6038 2.9773 -6.8682 -0.16
C 1.3282 3.6455 -5.5297 -0.20
H -2.0319 3.2390 -1.9522 0.07
H -1.8832 3.1887 -3.7144 0.11
H -3.1438 5.2900 -2.4411 0.11
H -2.2144 5.5402 -3.9240 0.11
H -1.1873 5.8340 -1.0639 0.10
H -1.1144 7.0672 -2.3438 0.12
H 1.0520 5.5070 -1.9685 0.11
H 0.4663 5.7307 -3.6223 0.11
H 3.5500 2.9642 -4.0873 0.11
H 3.9772 1.8698 -2.7601 0.10
H 4.2758 4.9016 -2.8089 0.11
H 5.5059 3.7057 -2.3795 0.12
H 3.8803 4.9668 -0.4802 0.11
H 4.5475 3.3621 -0.2277 0.11
H 1.7265 3.9899 -0.5652 0.05
H 2.4818 2.3976 -0.3820 0.08
H -0.4581 1.0931 -5.0870 0.10
H 1.1818 0.4832 -5.2981 0.10
H -0.4144 2.2586 -7.1530 0.11
H 0.8075 1.0542 -7.5695 0.11
H 1.5045 3.6628 -7.7077 0.12
H 2.6098 2.5539 -6.8709 0.12
H 0.4317 4.2748 -5.6042 0.12
H 2.1491 4.2651 -5.1628 0.11